# 1
Molecular formula: C64H150BBeN10O28
Method: DFT, ωB97M-V with the def2-TZVPD basis set

Summary:
Molar mass ... 1527.77 u
Net charge ... +1
Total energy ... -142088.7574 eV
Kohn-Sham gap ... 2.73 eV
E_LUMO ... -6.517 eV
HOMO level ... -9.2 eV

Geometry (Å):
1 Be -1.846 -5.613 0.918
2 O -2.289 2.535 -2.596
3 C -1.733 1.472 -2.291
4 O -1.392 1.104 -1.058
5 B -0.769 -0.234 -1.013
6 O -0.712 -0.582 -2.442
7 C -1.141 0.443 -3.240
8 O -1.126 0.425 -4.462
9 O -1.508 -1.273 -0.308
10 C -0.709 -1.924 0.545
11 O -0.976 -2.902 1.240
12 C 0.632 -1.202 0.548
13 O 0.551 -0.237 -0.311
14 O 1.620 -1.536 1.169
15 C -8.967 -1.978 3.623
16 O -7.762 -1.482 3.044
17 C -7.940 -0.206 2.347
18 C -6.511 0.357 1.989
19 N -5.902 -0.540 1.021
20 C -4.553 -0.114 0.667
21 C -3.601 -0.129 1.882
22 O -3.840 -1.245 2.717
23 C -2.864 -1.198 3.781
24 H -9.256 -1.464 4.540
25 H -8.891 -3.035 3.876
26 H -9.766 -1.992 2.882
27 H -8.488 0.466 3.009
28 H -8.580 -0.312 1.471
29 H -5.967 0.486 2.925
30 H -6.574 1.376 1.608
31 H -6.402 -0.421 0.151
32 H -4.509 0.880 0.221
33 H -4.162 -0.760 -0.119
34 H -3.550 0.802 2.446
35 H -2.577 -0.094 1.510
36 H -2.893 -2.151 4.309
37 H -3.018 -0.367 4.469
38 H -1.865 -1.129 3.350
39 C 2.059 2.657 -1.338
40 O 3.370 3.126 -1.015
41 C 3.379 4.445 -0.513
42 C 4.779 4.883 -0.098
43 N 5.026 4.393 1.233
44 C 6.487 4.483 1.666
45 C 7.120 5.791 1.440
46 O 8.484 5.735 1.566
47 C 9.081 6.992 1.337
48 H 1.553 3.269 -2.084
49 H 1.459 2.674 -0.428
50 H 2.089 1.652 -1.759
51 H 2.724 4.477 0.358
52 H 2.940 5.102 -1.264
53 H 4.936 5.961 -0.129
54 H 5.489 4.497 -0.829
55 H 4.724 3.435 1.335
56 H 7.109 3.843 1.041
57 H 6.597 4.140 2.695
58 H 6.643 6.558 2.049
59 H 6.846 6.228 0.480
60 H 8.571 7.811 1.843
61 H 9.139 7.220 0.272
62 H 10.084 7.085 1.753
63 C -4.439 5.816 -2.493
64 O -4.536 5.667 -1.121
65 C -3.765 4.566 -0.592
66 C -3.920 4.515 0.946
67 N -3.082 3.523 1.617
68 C -1.668 3.609 1.377
69 C -0.810 2.752 2.334
70 O -0.883 3.038 3.704
71 C -0.314 2.105 4.627
72 H -5.164 6.561 -2.821
73 H -4.660 4.870 -2.988
74 H -3.469 6.120 -2.884
75 H -2.706 4.641 -0.839
76 H -4.074 3.594 -0.977
77 H -4.980 4.372 1.158
78 H -3.647 5.505 1.309
79 H -3.134 3.833 2.577
80 H -1.226 4.599 1.483
81 H -1.421 3.329 0.353
82 H 0.235 2.679 2.032
83 H -1.203 1.739 2.249
84 H -0.709 1.098 4.490
85 H -0.496 2.359 5.672
86 H 0.763 1.946 4.591
87 C -2.133 3.201 -5.772
88 O -2.340 4.244 -6.717
89 C -3.147 5.382 -6.315
90 C -3.285 6.555 -7.325
91 N -2.181 7.495 -7.195
92 C -0.823 7.005 -7.413
93 C 0.200 8.132 -7.225
94 O 0.151 8.938 -8.341
95 C 1.282 9.768 -8.577
96 H -1.670 3.568 -4.856
97 H -1.382 2.535 -6.197
98 H -3.069 2.702 -5.519
99 H -2.773 5.745 -5.358
100 H -4.172 5.066 -6.121
101 H -4.175 7.171 -7.200
102 H -3.340 6.146 -8.334
103 H -2.354 7.942 -8.084
104 H -0.645 6.507 -8.365
105 H -0.616 6.229 -6.676
106 H 1.198 7.703 -7.146
107 H -0.020 8.654 -6.293
108 H 1.553 10.452 -7.773
109 H 1.047 10.374 -9.452
110 H 2.101 9.098 -8.839
111 C 6.017 1.651 4.897
112 O 4.879 0.873 5.140
113 C 4.926 -0.077 6.215
114 C 3.617 -0.746 6.364
115 N 3.180 -1.421 5.129
116 C 1.697 -1.419 5.028
117 C 0.940 -2.336 5.982
118 O -0.451 -2.371 5.646
119 C -1.297 -3.055 6.548
120 H 6.260 2.282 5.752
121 H 5.887 2.232 3.984
122 H 6.903 1.048 4.702
123 H 5.183 0.519 7.091
124 H 5.637 -0.891 6.078
125 H 2.946 0.014 6.764
126 H 3.675 -1.580 7.063
127 H 3.602 -0.803 4.451
128 H 1.458 -1.713 4.006
129 H 1.366 -0.384 5.114
130 H 1.012 -1.867 6.964
131 H 1.363 -3.339 6.048
132 H -1.079 -2.903 7.605
133 H -1.382 -4.136 6.439
134 H -2.316 -2.709 6.372
135 C 3.205 1.509 2.432
136 O 4.473 1.678 1.783
137 C 4.747 0.626 0.851
138 C 6.252 0.718 0.452
139 N 7.106 0.603 1.612
140 C 8.509 0.966 1.424
141 C 9.320 0.734 2.648
142 O 9.206 1.811 3.584
143 C 9.983 1.689 4.763
144 H 3.016 0.496 2.787
145 H 2.476 1.799 1.675
146 H 3.223 2.184 3.288
147 H 4.096 0.639 -0.023
148 H 4.537 -0.327 1.338
149 H 6.473 1.625 -0.111
150 H 6.451 -0.167 -0.152
151 H 6.695 1.278 2.241
152 H 8.697 1.953 1.001
153 H 8.827 0.263 0.654
154 H 10.391 0.662 2.459
155 H 8.997 -0.237 3.024
156 H 9.762 2.400 5.560
157 H 11.026 1.627 4.452
158 H 9.696 0.727 5.187
159 C 4.232 0.053 -6.843
160 O 3.687 -1.085 -6.158
161 C 2.481 -0.837 -5.385
162 C 2.002 -2.044 -4.592
163 N 3.052 -2.550 -3.726
164 C 3.065 -1.729 -2.470
165 C 4.062 -2.295 -1.461
166 O 5.318 -1.844 -1.902
167 C 6.433 -2.756 -1.642
168 H 4.588 0.812 -6.146
169 H 3.436 0.603 -7.345
170 H 4.984 -0.148 -7.606
171 H 1.651 -0.564 -6.037
172 H 2.608 0.017 -4.719
173 H 1.833 -2.822 -5.336
174 H 1.031 -1.945 -4.106
175 H 3.909 -2.245 -4.165
176 H 2.064 -1.686 -2.040
177 H 3.306 -0.681 -2.646
178 H 3.999 -3.383 -1.476
179 H 3.826 -1.924 -0.463
180 H 7.374 -2.269 -1.895
181 H 6.462 -3.608 -2.321
182 H 6.509 -3.162 -0.633
183 C 0.675 -4.407 -1.541
184 O -0.002 -5.509 -0.906
185 C 0.664 -6.764 -1.217
186 C -0.157 -8.101 -0.852
187 N -0.785 -7.954 0.427
188 C -1.929 -8.887 0.538
189 C -3.183 -8.619 -0.332
190 O -3.669 -7.324 -0.059
191 C -4.875 -6.954 -0.666
192 H 0.015 -3.554 -1.701
193 H 1.133 -4.654 -2.499
194 H 1.474 -4.062 -0.885
195 H 1.597 -6.898 -0.668
196 H 0.742 -6.866 -2.299
197 H 0.557 -8.924 -0.855
198 H -0.798 -8.360 -1.694
199 H -0.136 -8.185 1.166
200 H -2.217 -8.877 1.589
201 H -1.630 -9.926 0.401
202 H -3.917 -9.369 -0.039
203 H -2.887 -8.660 -1.380
204 H -4.694 -6.604 -1.683
205 H -5.230 -6.083 -0.114
206 H -5.730 -7.626 -0.606
207 C 4.774 -5.545 2.047
208 O 3.365 -5.631 1.951
209 C 2.687 -4.730 2.757
210 C 1.232 -4.536 2.272
211 N 0.334 -5.669 2.404
212 C -0.003 -5.880 3.836
213 C -1.162 -6.885 4.064
214 O -2.282 -6.701 3.167
215 C -3.357 -7.619 3.528
216 H 5.171 -4.603 1.668
217 H 5.275 -6.409 1.610
218 H 4.933 -5.559 3.125
219 H 3.099 -3.721 2.730
220 H 2.805 -4.978 3.812
221 H 1.356 -4.319 1.211
222 H 0.823 -3.640 2.738
223 H 1.014 -6.399 2.240
224 H -0.109 -4.925 4.349
225 H 0.877 -6.310 4.314
226 H -1.543 -6.776 5.080
227 H -0.886 -7.924 3.882
228 H -3.131 -8.655 3.781
229 H -4.023 -7.536 2.669
230 H -3.814 -7.262 4.451
231 C -5.290 0.628 -2.829
232 O -6.279 0.868 -1.811
233 C -7.225 1.847 -2.257
234 C -8.513 1.784 -1.439
235 N -9.288 0.512 -1.644
236 C -10.003 0.428 -2.916
237 C -10.347 -1.026 -3.144
238 O -9.285 -1.928 -3.003
239 C -8.362 -1.814 -4.081
240 H -5.011 1.518 -3.394
241 H -5.528 0.041 -3.716
242 H -4.433 0.183 -2.325
243 H -7.429 1.632 -3.306
244 H -6.855 2.870 -2.181
245 H -9.181 2.626 -1.616
246 H -8.298 1.783 -0.370
247 H -8.647 -0.269 -1.642
248 H -9.370 0.822 -3.711
249 H -10.916 0.997 -2.737
250 H -10.820 -1.294 -4.089
251 H -11.099 -1.406 -2.453
252 H -8.799 -1.698 -5.073
253 H -7.928 -2.811 -4.161
254 H -7.595 -1.076 -3.847

# 2
Molecular formula: C3H6N2O2
Method: DFT, ωB97M-V with the def2-TZVPD basis set

Summary:
Molar mass ... 102.09 u
Energy relative to the best compared isomer or geometry (same formula, charge and spin) ... 120.45 kcal per mole
Total energy ... -10279.5744 eV
Structure (SMILES) ... C=NONC(C)=O
Kohn-Sham gap ... 10.61 eV
E_LUMO ... 0.964 eV
HOMO level ... -9.6 eV

Geometry (Å):
1 C 2.886 -0.052 -1.226
2 C -0.809 -0.089 1.030
3 C -2.268 0.383 0.899
4 N 1.691 0.281 -0.883
5 N -0.348 -0.464 -0.230
6 O -0.174 -0.205 2.025
7 O 0.962 -0.853 -0.333
8 H 3.297 0.718 -1.887
9 H 3.356 -1.057 -1.222
10 H -2.815 -0.467 0.971
11 H -2.466 1.083 0.098
12 H -2.670 0.752 1.816
13 H -0.644 -0.029 -1.057

# 3
Molecular formula: C3H11N2O2
Method: DFT, ωB97M-V with the def2-TZVPD basis set

Summary:
Molar mass ... 107.13 u
Energy relative to the best compared isomer or geometry (same formula, charge and spin) ... 90.08 kcal per mole
Net charge ... +2
Total energy ... -10341.9609 eV
Kohn-Sham gap (spin up / spin down) ... 10.63 / 5.63 eV
E_LUMO (spin up / spin down) ... -9.325 / -14.332 eV
Spin multiplicity ... 2
HOMO level (spin up / spin down) ... -20.0 / -20.0 eV
<S²> ... 0.757

Geometry (Å):
1 O -1.797 -0.610 1.606
2 C -1.406 0.371 0.979
3 N -2.241 1.370 0.444
4 C 0.178 0.614 0.904
5 N 0.768 -0.756 0.717
6 C 1.897 -0.640 -0.210
7 H -3.147 0.999 0.409
8 H -1.916 2.010 -0.127
9 H 0.358 1.302 0.080
10 H 0.315 0.992 1.943
11 H -0.002 -1.382 0.280
12 H 0.796 -1.241 1.651
13 H 1.516 -0.445 -1.240
14 H 2.601 -1.497 -0.182
15 H 2.696 0.168 0.178
16 H -0.928 -0.853 -2.318
17 H 0.415 0.007 -2.821
18 O -0.101 -0.408 -2.294

# 4
Molecular formula: C52H38Br2INO17SSi2
Method: DFT, ωB97M-V with the def2-TZVPD basis set

Summary:
Molar mass ... 1323.82 u
Energy relative to the best compared isomer or geometry (same formula, charge and spin) ... 20.11 kcal per mole
Total energy ... -265607.2612 eV
Kohn-Sham gap ... 7.97 eV
E_LUMO ... -1.700 eV
HOMO level ... -9.7 eV

Geometry (Å):
1 C 6.609 0.353 2.329
2 C 5.973 -0.200 1.046
3 Br 6.742 0.471 -0.633
4 C 4.989 -1.097 0.981
5 Br 4.372 -1.686 -0.794
6 Si 4.237 -1.803 2.568
7 N 4.032 -3.587 2.451
8 C 5.005 -3.959 1.885
9 S 5.913 -4.601 0.745
10 O 2.797 -1.060 3.039
11 Si 2.172 0.016 1.876
12 I -0.024 0.812 2.705
13 H 5.906 0.495 3.164
14 H 6.985 1.370 2.077
15 H 7.517 -0.218 2.617
16 H 5.223 -1.560 3.636
17 H 1.984 -0.579 0.552
18 H 3.053 1.186 1.679
19 C -3.285 -2.830 0.253
20 C -4.570 -3.030 0.533
21 C -5.454 -1.909 0.922
22 O -6.624 -2.089 1.180
23 C -4.855 -0.556 0.987
24 C -3.571 -0.360 0.708
25 C -2.688 -1.481 0.319
26 O -1.519 -1.286 0.068
27 H -2.624 -3.638 -0.032
28 H -5.025 -4.011 0.491
29 H -5.515 0.253 1.272
30 H -3.112 0.620 0.750
31 C 7.274 0.950 -4.837
32 C 6.067 0.810 -4.298
33 C 4.840 1.089 -5.080
34 O 3.738 0.964 -4.589
35 C 5.011 1.527 -6.481
36 C 6.218 1.666 -7.020
37 C 7.443 1.388 -6.242
38 O 8.541 1.512 -6.732
39 H 8.181 0.752 -4.281
40 H 5.928 0.491 -3.272
41 H 4.107 1.727 -7.037
42 H 6.358 1.987 -8.045
43 C -1.840 -2.785 6.057
44 C -1.872 -3.110 4.770
45 C -3.147 -3.130 4.015
46 O -3.173 -3.428 2.838
47 C -4.379 -2.772 4.745
48 C -4.348 -2.446 6.033
49 C -3.077 -2.426 6.788
50 O -3.043 -2.126 7.964
51 H -0.919 -2.765 6.626
52 H -0.978 -3.373 4.218
53 H -5.300 -2.791 4.175
54 H -5.235 -2.183 6.577
55 C -7.658 -4.425 10.627
56 C -7.349 -4.337 9.337
57 C -5.993 -3.937 8.897
58 O -5.716 -3.856 7.715
59 C -4.992 -3.641 9.948
60 C -5.302 -3.729 11.239
61 C -6.658 -4.129 11.679
62 O -6.939 -4.212 12.851
63 H -8.644 -4.715 10.967
64 H -8.067 -4.550 8.555
65 H -4.008 -3.351 9.609
66 H -4.584 -3.516 12.021
67 C -3.928 2.733 5.627
68 C -3.198 3.739 6.099
69 C -2.058 3.500 7.014
70 O -1.397 4.414 7.444
71 C -1.761 2.096 7.381
72 C -2.490 1.089 6.910
73 C -3.631 1.328 5.995
74 O -4.299 0.414 5.559
75 H -4.764 2.889 4.958
76 H -3.401 4.771 5.840
77 H -0.924 1.940 8.050
78 H -2.287 0.060 7.170
79 C -0.652 0.092 -4.095
80 C -0.989 0.810 -3.025
81 C -2.365 1.332 -2.854
82 O -2.680 1.983 -1.885
83 C -3.350 1.025 -3.917
84 C -3.014 0.309 -4.984
85 C -1.641 -0.214 -5.156
86 O -1.341 -0.870 -6.129
87 H 0.348 -0.298 -4.238
88 H -0.282 1.043 -2.239
89 H -4.350 1.413 -3.773
90 H -3.722 0.076 -5.769
91 C 0.780 -0.522 -8.875
92 C 0.177 -1.686 -9.095
93 C -0.248 -2.085 -10.456
94 O -0.798 -3.141 -10.658
95 C 0.027 -1.138 -11.563
96 C 0.630 0.026 -11.342
97 C 1.054 0.423 -9.980
98 O 1.607 1.484 -9.777
99 H 1.094 -0.215 -7.887
100 H -0.031 -2.388 -8.298
101 H -0.289 -1.446 -12.552
102 H 0.838 0.730 -12.138
103 C 4.548 5.516 -6.649
104 C 3.965 6.710 -6.676
105 C 4.221 7.714 -5.618
106 O 3.690 8.799 -5.640
107 C 5.153 7.338 -4.529
108 C 5.736 6.143 -4.502
109 C 5.480 5.140 -5.560
110 O 6.012 4.052 -5.538
111 H 4.372 4.768 -7.414
112 H 3.282 7.002 -7.464
113 H 5.329 8.084 -3.765
114 H 6.419 5.851 -3.714

# 5
Molecular formula: C6H11NO
Method: DFT, ωB97M-V with the def2-TZVPD basis set

Summary:
Molar mass ... 113.16 u
Energy relative to the best compared isomer or geometry (same formula, charge and spin) ... 74.75 kcal per mole
Total energy ... -9935.2131 eV
Structure (SMILES) ... [H]/N=C(\C)C(C)=O.C=C
Kohn-Sham gap ... 9.72 eV
E_LUMO ... 0.581 eV
HOMO level ... -9.1 eV

Geometry (Å):
1 C 1.497 0.171 -1.319
2 C -1.055 1.754 1.255
3 C 0.135 0.595 -0.848
4 C 0.197 1.093 0.775
5 N 1.312 1.034 1.361
6 O -0.660 1.188 -1.546
7 H 1.322 1.453 2.293
8 H 1.792 -0.728 -0.781
9 H 1.472 -0.032 -2.387
10 H 2.224 0.945 -1.084
11 H -1.928 1.472 0.665
12 H -1.338 1.469 2.269
13 H -1.005 2.839 1.172
14 C -0.832 -1.583 -0.322
15 C -0.450 -2.847 -0.378
16 H -1.073 -3.610 -0.824
17 H -1.773 -1.237 -0.727
18 H -0.321 -0.779 0.386
19 H 0.484 -3.197 0.039